Entry 1:
The following is a DFT calculation (wB97M-V/def2-TZVPD) of a structure of composition C18H25As2N4O2Sc.

Output
- relative energy (zero: lowest compared OMol25 entry of this formula, charge and spin) (kcal per mole) = 12.6
- frontier orbital gap (eV) = 7.6
- LUMO level (eV) = -7.0
- highest occupied orbital energy (Eh) = -0.538

Geometry as ORCA input:
```
! RIJCOSX wB97M-V def2-TZVPD def2/J DEFGRID3
* xyz 2 1
Sc -0.9515 1.0977 -0.8240
C -2.4707 -2.6087 -0.3851
As -0.7637 -1.7579 0.2685
C -0.7726 -2.8396 1.9768
C 0.4121 -2.8363 -0.8355
C 0.1630 -4.1671 -1.0783
C 0.9040 -4.8674 -2.0219
C 1.8959 -4.1923 -2.6937
C 2.1519 -2.8230 -2.4440
C 1.4239 -2.1511 -1.4910
As 1.6579 -0.2867 -0.8623
C 3.1603 -0.6082 0.4121
C 2.7681 0.2429 -2.3994
H -2.8398 -3.3619 0.3014
H -2.2888 -3.0422 -1.3886
H -3.2428 -1.8148 -0.4579
H -1.2737 -3.8211 1.8572
H -1.2959 -2.2453 2.7340
H 0.2608 -2.9869 2.3237
H -0.6341 -4.6635 -0.5123
H 0.7269 -5.9252 -2.2251
H 2.5001 -4.7130 -3.4162
H 2.9322 -2.2842 -2.9530
H 3.9023 -1.3356 0.0405
H 2.7759 -0.9163 1.4148
H 3.6784 0.3694 0.4912
H 3.7264 -0.2742 -2.3393
H 2.8566 1.3393 -2.3343
H 2.1964 0.0298 -3.3062
N -1.9314 2.6043 -2.4514
N -3.2295 2.5701 -1.8165
C -3.6523 1.1435 -1.5849
O -4.8261 0.9118 -1.7734
O -2.7334 0.3368 -1.0533
H -1.4830 3.5240 -2.4263
H -2.0447 2.3688 -3.4386
H -3.9366 3.0641 -2.3682
N -1.6761 2.1206 3.1073
C -2.0407 1.8011 1.8611
N -1.1497 2.2000 0.9461
C -0.1454 2.9353 1.6611
C 1.0170 3.6191 1.2634
C 1.8591 4.1404 2.2469
C 1.5077 4.0409 3.6292
C 0.3312 3.4277 4.0672
C -0.4653 2.8605 3.0495
H -2.2265 2.0043 3.9586
H -3.0034 1.3422 1.6323
H 1.2924 3.7330 0.2127
H 2.7171 4.7578 2.0075
H 2.1883 4.5029 4.3190
H 0.0716 3.4340 5.0987
*
```

Partial atomic charges computed with the Mulliken method, in multiples of e: 0.43 -1.27 0.64 -1.14 -0.07 -0.13 -0.81 -0.72 -0.38 0.41 0.66 -1.08 -1.41 0.41 0.46 0.34 0.40 0.40 0.36 0.37 0.42 0.42 0.38 0.40 0.33 0.43 0.40 0.42 0.44 -0.54 -0.13 0.42 -0.51 -0.20 0.30 0.28 0.35 -0.01 -0.41 -0.16 0.44 -0.45 -0.92 -0.35 -1.11 0.97 0.29 0.52 0.44 0.42 0.42 0.45



Entry 2:
The following is a DFT calculation (wB97M-V/def2-TZVPD) of a cluster of 5 separate species, C20H25F15O10 in total.

Output
- relative energy (zero: lowest compared OMol25 entry of this formula, charge and spin) (kcal per mole) = 87.4
- frontier orbital gap (eV) = 11.4
- SMILES = CCOC(=O)C(F)(F)F.CCOC(=O)C(F)(F)F.CCOC(=O)C(F)(F)F.CCOC(=O)C(F)(F)F.CCOC(=O)C(F)(F)F
- LUMO level (eV) = 0.3
- highest occupied orbital energy (Eh) = -0.409

Geometry as ORCA input:
```
! RIJCOSX wB97M-V def2-TZVPD def2/J DEFGRID3
* xyz 0 1
C -1.1259 1.5484 -2.7642
C -1.2931 0.0227 -2.6073
O -0.7196 -0.2399 -1.3322
C -0.8560 -1.4674 -0.6315
O -1.2798 -2.5223 -1.0466
C -0.3390 -1.2707 0.7571
F 0.9164 -1.5191 0.7237
F -0.4902 0.0012 1.1238
F -0.9005 -2.0708 1.6788
H -0.0939 1.7881 -3.0204
H -1.4226 2.1572 -1.9102
H -1.6326 1.9838 -3.6255
H -0.6434 -0.5737 -3.2478
H -2.3311 -0.2944 -2.7080
C -6.7448 -1.5267 0.2277
C -6.7791 -0.3756 1.2757
O -7.5767 0.6842 0.8128
C -7.1162 1.6971 0.0164
O -6.0194 1.7420 -0.5895
C -8.1876 2.7983 -0.0008
F -9.3655 2.5051 0.5395
F -7.7092 3.8951 0.5107
F -8.4325 3.0677 -1.2700
H -7.7461 -1.9472 0.1343
H -6.1344 -2.3345 0.6315
H -6.4149 -1.2148 -0.7632
H -5.8116 0.1192 1.3610
H -7.2238 -0.6546 2.2309
C -4.4205 7.3766 -4.9214
C -4.2554 7.6363 -3.4200
O -2.8700 7.8382 -3.3510
C -2.3029 8.2887 -2.2028
O -2.9466 8.5975 -1.2419
C -0.7531 8.3499 -2.1805
F -0.2720 7.3981 -1.4122
F -0.1570 8.2362 -3.4354
F -0.3918 9.4669 -1.5683
H -3.8206 6.5876 -5.3749
H -4.3133 8.3365 -5.4265
H -5.4391 6.9885 -4.9299
H -4.4750 6.6995 -2.9079
H -4.8818 8.4330 -3.0189
C 6.7674 -10.2338 7.9054
C 7.7024 -9.1229 7.4113
O 6.8480 -8.0868 7.0468
C 6.2967 -7.9538 5.8379
O 6.5069 -8.7567 4.8965
C 5.5595 -6.6400 5.5373
F 5.1792 -5.8982 6.5520
F 6.1921 -5.9548 4.6198
F 4.4548 -7.1089 4.9163
H 6.1241 -9.9289 8.7308
H 7.4497 -10.9973 8.2790
H 6.1537 -10.5695 7.0694
H 8.4600 -9.4947 6.7215
H 8.2666 -8.7339 8.2590
C 5.0342 1.4142 -0.6109
C 4.3709 1.3708 -2.0071
O 4.3058 0.0435 -2.4620
C 4.2714 -0.2508 -3.7386
O 4.4475 0.6676 -4.5961
C 4.1397 -1.7634 -4.0077
F 5.3373 -2.3327 -4.1045
F 3.3739 -2.2948 -2.9783
F 3.5162 -1.8804 -5.2183
H 4.5755 0.7732 0.1420
H 4.8266 2.4170 -0.2375
H 6.0947 1.1642 -0.5802
H 5.0955 2.0140 -2.5064
H 3.4217 1.9064 -1.9925
*
```

Partial atomic charges computed with the Mulliken method, in multiples of e: -1.08 -0.20 -0.20 0.20 -0.50 0.98 -0.23 -0.24 -0.25 0.23 0.31 0.40 0.29 0.30 -1.06 -0.22 -0.25 0.42 -0.57 0.85 -0.23 -0.24 -0.26 0.32 0.36 0.30 0.33 0.26 -1.10 -0.25 -0.18 0.31 -0.50 0.85 -0.24 -0.24 -0.23 0.31 0.30 0.36 0.27 0.34 -1.03 -0.25 -0.28 0.37 -0.54 0.88 -0.23 -0.23 -0.26 0.29 0.36 0.30 0.33 0.28 -1.20 -0.12 -0.25 0.39 -0.59 0.88 -0.22 -0.21 -0.23 0.31 0.39 0.32 0.26 0.27



Entry 3:
The following is a DFT calculation (wB97M-V/def2-TZVPD) of a structure of composition C34H31BaN3P2.

Output
- frontier orbital gap (eV) = 7.7
- LUMO level (eV) = -5.7
- highest occupied orbital energy (Eh) = -0.493

Geometry as ORCA input:
```
! RIJCOSX wB97M-V def2-TZVPD def2/J DEFGRID3
* xyz 2 1
Ba 0.7038 0.8166 0.2701
N 0.1738 -1.8599 -0.5199
C 0.9502 -2.2806 -1.6613
C 0.4876 -3.1935 -2.5631
C 1.2900 -3.6072 -3.6497
C 2.5564 -3.1254 -3.7935
C 3.0604 -2.1711 -2.8762
C 4.3652 -1.6370 -2.9735
C 4.7863 -0.7021 -2.0714
C 3.8801 -0.2760 -1.0862
N 2.6555 -0.7429 -0.9528
C 2.2429 -1.7160 -1.8221
H -0.7686 -2.2330 -0.5976
H 0.5662 -2.3051 0.3113
H -0.4971 -3.6271 -2.4341
H 0.8986 -4.3317 -4.3495
H 3.1895 -3.4601 -4.6042
H 5.0176 -1.9801 -3.7667
H 5.7786 -0.2783 -2.1108
H 4.1953 0.4915 -0.3838
C -3.9094 0.5824 1.8561
N -2.6046 1.2545 1.7729
P -1.2625 0.7940 2.7550
C -0.9915 2.2115 3.8454
C 0.2654 2.3494 4.4327
C 0.5264 3.4063 5.2912
C -0.4678 4.3376 5.5591
C -1.7206 4.2104 4.9734
C -1.9838 3.1513 4.1193
C -1.8926 -0.5321 3.7941
C -1.5798 -1.8487 3.4667
C -2.0729 -2.9008 4.2234
C -2.8804 -2.6365 5.3200
C -3.1898 -1.3255 5.6632
C -2.6968 -0.2764 4.9067
P -2.1432 2.3043 0.5157
C -2.8237 3.9307 0.8692
C -1.9450 5.0064 0.9522
C -2.4065 6.2663 1.3096
C -3.7495 6.4500 1.5967
C -4.6372 5.3805 1.5196
C -4.1782 4.1281 1.1540
C -3.0097 1.6655 -0.9403
C -2.8174 0.3205 -1.2692
C -3.3510 -0.2082 -2.4319
C -4.0811 0.6078 -3.2890
C -4.2731 1.9438 -2.9743
C -3.7388 2.4743 -1.8060
H -4.4162 0.8108 2.7942
H -3.8027 -0.5009 1.7815
H -4.5381 0.9193 1.0342
H 1.0452 1.6161 4.2438
H 1.4996 3.5040 5.7523
H -0.2661 5.1646 6.2261
H -2.4916 4.9389 5.1850
H -2.9577 3.0646 3.6535
H -0.9365 -2.0625 2.6176
H -1.8226 -3.9215 3.9689
H -3.2624 -3.4532 5.9172
H -3.8099 -1.1253 6.5262
H -2.9261 0.7435 5.1906
H -0.8897 4.8658 0.7464
H -1.7184 7.0983 1.3689
H -4.1117 7.4295 1.8790
H -5.6853 5.5319 1.7391
H -4.8796 3.3039 1.0920
H -2.2893 -0.3410 -0.5838
H -3.2173 -1.2552 -2.6708
H -4.5054 0.1984 -4.1953
H -4.8448 2.5784 -3.6376
H -3.8927 3.5201 -1.5728
*
```

Partial atomic charges computed with the Mulliken method, in multiples of e: 1.75 -0.34 0.37 -0.66 -0.80 -0.97 1.16 -0.51 -0.74 -0.19 -0.23 0.10 0.20 0.26 0.42 0.42 0.42 0.45 0.40 0.37 -1.14 0.57 -0.04 0.95 -0.82 -0.66 -0.58 -0.88 -0.11 0.15 -0.25 -0.65 -0.48 -0.77 -0.24 0.09 0.06 -0.37 -0.69 -0.54 -0.82 0.12 0.71 -0.18 -0.68 -0.62 -0.74 -0.43 0.26 0.32 0.52 0.36 0.43 0.43 0.46 0.47 0.28 0.42 0.40 0.43 0.45 0.26 0.44 0.44 0.45 0.39 0.28 0.44 0.41 0.43 0.40



Question: Among the records above, which one has the lowest highest occupied orbital energy?
Answer: C18H25As2N4O2Sc